(1)
This record from OMol25 describes 4 unconnected molecules or ions with the total composition C47H71N3O12. The level of theory is ωB97M-V with the def2-TZVPD basis set.

The geometry in XYZ format:
```
133
Properties=species:S:1:pos:R:3
C 6.735 -1.317 3.609
C 7.248 -2.790 3.164
O 7.844 -3.448 4.058
O 7.018 -3.251 1.837
C 5.663 -3.763 1.661
C 4.770 -2.882 0.641
C 4.018 -1.640 1.328
C 4.189 -0.241 0.504
C 2.855 0.610 0.856
C 2.890 1.412 2.187
C 1.643 2.240 2.666
C 0.408 2.208 1.743
C 0.345 1.442 0.367
C 1.600 0.645 -0.056
C -1.021 1.502 -0.491
O -1.054 1.671 -1.732
C -2.360 1.377 0.400
C -3.610 0.575 -0.015
C -3.562 -0.139 -1.465
O -2.492 -1.140 -1.452
C -2.950 -2.270 -0.702
C -4.198 -3.177 -1.190
O -2.362 -2.583 0.371
C -4.855 0.472 0.944
C -4.799 1.188 2.310
C -5.946 1.153 3.420
C -6.048 -0.165 4.260
C -7.076 -0.366 5.417
C -8.029 0.818 5.743
C -7.941 2.127 4.889
C -6.908 2.325 3.731
C -3.527 2.037 2.693
C -2.297 2.153 1.772
C -0.956 2.975 2.139
O -0.987 4.110 2.671
H 7.511 -0.764 4.248
H 5.752 -1.491 4.177
H 6.443 -0.713 2.670
H 5.148 -3.973 2.660
H 5.782 -4.795 1.150
H 5.469 -2.565 -0.204
H 4.006 -3.623 0.189
H 2.887 -1.875 1.287
H 4.274 -1.532 2.436
H 4.305 -0.434 -0.613
H 5.090 0.313 0.936
H 3.848 1.377 2.820
H 1.641 2.836 3.647
H 1.571 0.067 -1.041
H -4.578 -0.553 -1.781
H -3.259 0.615 -2.286
H -3.885 -4.268 -1.308
H -4.632 -2.748 -2.161
H -5.005 -3.118 -0.381
H -5.778 -0.128 0.646
H -5.353 -1.054 4.048
H -7.065 -1.355 6.006
H -8.764 0.688 6.611
H -8.659 2.969 5.185
H -6.843 3.289 3.123
H -3.497 2.567 3.697
C 8.207 2.276 10.395
O 9.222 2.999 9.717
C 10.525 2.433 9.873
C 11.010 1.818 8.559
N 10.253 0.614 8.221
C 10.469 0.142 6.850
C 10.054 1.077 5.702
O 8.648 1.269 5.586
C 8.116 2.267 6.444
H 7.297 2.880 10.381
H 7.996 1.330 9.891
H 8.482 2.090 11.437
H 10.564 1.710 10.695
H 11.194 3.260 10.131
H 12.071 1.563 8.650
H 10.908 2.584 7.782
H 9.265 0.801 8.337
H 9.898 -0.786 6.748
H 11.525 -0.123 6.731
H 10.361 0.592 4.769
H 10.580 2.037 5.723
H 8.820 3.083 6.624
H 7.791 1.821 7.386
H 7.225 2.682 5.966
C -1.624 2.471 -9.193
O -1.359 3.652 -8.453
C -2.337 3.927 -7.449
C -1.754 3.715 -6.050
N -1.511 2.299 -5.781
C -0.697 2.052 -4.586
C 0.739 2.600 -4.578
O 1.613 1.959 -5.504
C 1.545 2.463 -6.828
H -0.945 2.450 -10.047
H -1.439 1.580 -8.588
H -2.651 2.462 -9.567
H -3.254 3.344 -7.595
H -2.601 4.984 -7.553
H -2.453 4.108 -5.305
H -0.828 4.296 -5.991
H -1.037 1.888 -6.576
H -0.641 0.965 -4.467
H -1.229 2.436 -3.713
H 1.156 2.389 -3.588
H 0.780 3.689 -4.691
H 1.321 3.532 -6.857
H 0.814 1.899 -7.410
H 2.517 2.304 -7.299
C -7.329 -3.439 -8.551
O -8.522 -3.614 -7.804
C -8.730 -4.958 -7.369
C -8.551 -5.072 -5.853
N -7.152 -4.898 -5.466
C -6.953 -4.711 -4.027
C -7.590 -3.473 -3.374
O -7.008 -2.238 -3.778
C -7.512 -1.718 -5.000
H -7.353 -2.443 -8.997
H -6.449 -3.501 -7.906
H -7.255 -4.176 -9.355
H -8.090 -5.668 -7.904
H -9.768 -5.205 -7.610
H -8.896 -6.057 -5.523
H -9.190 -4.312 -5.390
H -6.775 -4.088 -5.944
H -5.871 -4.653 -3.868
H -7.300 -5.609 -3.504
H -7.402 -3.547 -2.297
H -8.680 -3.448 -3.483
H -8.565 -1.963 -5.156
H -6.905 -2.065 -5.837
H -7.415 -0.630 -4.968
```

SMILES	CC(=O)OCCCCc1ccc2c(c1)C(=O)c1c(COC(C)=O)cc(-c3ccccc3)cc1C2=O.COCCNCCOC.COCCNCCOC.COCCNCCOC
E_LUMO	-1.042	eV
frontier orbital gap	7.32	eV
HOMO	-8.36	eV

***

(2)
This record from OMol25 describes a molecular structure, C47H72N4P2SSbSi4Ti. The level of theory is ωB97M-V with the def2-TZVPD basis set.

The geometry in XYZ format:
```
132
Properties=species:S:1:pos:R:3
Ti -0.247 0.112 -0.252
C 7.334 1.372 2.908
S 7.300 0.200 1.538
C 6.341 -1.126 2.321
C 4.831 -0.905 2.312
C 4.298 -1.002 0.893
N 2.871 -0.661 0.699
P 2.020 -1.278 -0.649
C 2.183 -3.079 -0.468
C 3.278 -3.843 -0.873
C 3.336 -5.198 -0.576
C 2.306 -5.805 0.130
C 1.210 -5.057 0.538
C 1.149 -3.704 0.236
C 3.094 -0.810 -2.044
C 3.293 -1.615 -3.164
C 4.070 -1.168 -4.226
C 4.650 0.092 -4.180
C 4.437 0.911 -3.079
C 3.657 0.466 -2.024
P 1.907 0.470 1.521
C 2.783 2.046 1.696
C 2.072 3.063 2.338
C 2.668 4.285 2.607
C 3.976 4.521 2.204
C 4.679 3.531 1.533
C 4.090 2.297 1.285
C 1.914 -0.186 3.244
C 2.112 0.583 4.386
C 2.087 -0.002 5.649
C 1.862 -1.363 5.788
C 1.662 -2.143 4.655
C 1.685 -1.557 3.398
H 7.896 2.244 2.573
H 7.841 0.941 3.770
H 6.329 1.694 3.186
H 6.696 -1.222 3.348
H 6.608 -2.049 1.802
H 4.618 0.076 2.743
H 4.350 -1.646 2.952
H 4.436 -2.030 0.546
H 4.911 -0.378 0.242
H 4.099 -3.384 -1.408
H 4.192 -5.780 -0.894
H 2.358 -6.861 0.362
H 0.399 -5.527 1.082
H 0.284 -3.127 0.546
H 2.835 -2.595 -3.221
H 4.222 -1.807 -5.087
H 5.263 0.437 -5.003
H 4.872 1.902 -3.042
H 3.474 1.126 -1.186
H 1.042 2.893 2.640
H 2.109 5.060 3.116
H 4.442 5.477 2.407
H 5.698 3.706 1.209
H 4.678 1.542 0.784
H 2.308 1.646 4.308
H 2.253 0.613 6.525
H 1.851 -1.816 6.772
H 1.500 -3.211 4.748
H 1.559 -2.182 2.523
C 0.252 -0.590 -3.989
C 0.598 0.746 -3.408
C 1.145 1.759 -4.155
C 1.306 3.017 -3.560
C 0.901 3.239 -2.268
C 0.336 2.168 -1.540
N 0.236 0.943 -2.124
N -0.141 2.178 -0.266
Si -0.985 3.555 0.410
C -2.306 4.081 -0.789
C 0.086 5.071 0.653
C -1.690 3.004 2.049
H -0.823 -0.634 -4.174
H 0.488 -1.401 -3.301
H 0.768 -0.766 -4.931
H 1.432 1.581 -5.183
H 1.736 3.830 -4.134
H 1.006 4.207 -1.797
H -1.840 4.415 -1.723
H -2.884 4.922 -0.389
H -2.999 3.276 -1.033
H 1.097 4.936 0.263
H 0.177 5.337 1.710
H -0.365 5.924 0.137
H -1.603 1.919 2.157
H -2.746 3.264 2.147
H -1.167 3.470 2.892
N -1.274 -1.234 2.442
C -0.866 -0.722 1.457
H -1.141 -1.250 3.439
C -5.357 2.617 0.253
Si -5.024 0.794 0.306
C -4.660 0.258 2.051
C -6.503 -0.115 -0.363
Sb -2.955 0.201 -1.077
Si -3.397 -2.334 -1.168
C -4.752 -2.896 -2.310
C -1.768 -3.059 -1.757
C -3.787 -2.940 0.540
Si -3.636 0.872 -3.465
C -2.654 2.376 -3.936
C -3.314 -0.534 -4.658
C -5.446 1.278 -3.521
H -6.349 2.798 0.682
H -5.351 3.016 -0.763
H -4.626 3.179 0.835
H -5.133 0.954 2.751
H -3.589 0.239 2.266
H -5.061 -0.741 2.241
H -7.157 -0.391 0.471
H -6.233 -1.027 -0.895
H -7.072 0.517 -1.048
H -4.785 -2.347 -3.249
H -5.729 -2.809 -1.829
H -4.594 -3.955 -2.544
H -1.707 -3.063 -2.849
H -1.646 -4.090 -1.408
H -0.905 -2.498 -1.385
H -4.809 -2.671 0.821
H -3.106 -2.535 1.293
H -3.710 -4.033 0.554
H -1.684 2.425 -3.438
H -3.209 3.281 -3.673
H -2.483 2.381 -5.017
H -2.739 -1.355 -4.227
H -2.772 -0.166 -5.534
H -4.267 -0.944 -5.003
H -5.736 1.997 -2.750
H -6.058 0.380 -3.403
H -5.677 1.722 -4.497
```

relative energy (zero: lowest compared OMol25 entry of this formula, charge and spin)	0.000	eV
⟨S²⟩	2.012
charge	+1
E_LUMO (spin up / spin down)	-2.044 / -2.187	eV
frontier orbital gap (spin up / spin down)	6.89 / 7.64	eV
HOMO (spin up / spin down)	-8.94 / -9.83	eV
spin multiplicity	3